34
Properties=species:S:1:pos:R:3 method="wB97M-V/def2-TZVPD" homo_energy_ha="-0.032 / -0.032" homo_lumo_gap_ev="5.88 / 5.85" lumo_ev="5.00 / 4.99" charge=-2 e_tot_ha=-2999.24675 multiplicity=6 largest_force_ha_per_bohr=0.1773
Fe 0.3607 0.2295 -0.7114
S -2.3675 -1.5158 -0.1714
O -3.1940 -1.1085 0.9200
O -1.0811 -0.8108 -0.1488
O -2.3641 -2.9314 0.0945
O -3.0839 -1.3320 -1.4219
S -0.0514 2.5327 -1.9382
O -0.8695 1.4529 -1.4887
O 1.0959 1.7569 -1.5732
O -0.0914 2.8311 -3.3141
O -0.1356 3.6361 -1.0679
B 2.2414 -0.5817 -0.4395
H 2.0892 0.2924 0.1744
H 1.4455 -1.2905 -0.2710
H 2.2638 -0.2512 -1.4664
H 3.1977 -1.0078 -0.1783
C 0.2273 -2.2798 -3.1718
O -0.0177 -1.0623 -2.5655
H -0.4728 -2.9695 -2.7003
H -0.0344 -2.3487 -4.2277
H 1.2245 -2.6861 -3.0028
H -0.8177 -0.8121 -3.0335
C 0.4667 -0.5045 2.6261
C -0.3289 0.7428 2.3020
C -0.2175 1.9258 3.2829
O 0.2023 1.2014 1.1232
H -0.1204 -1.0988 3.3263
H 1.4115 -0.2520 3.1075
H 0.6222 -1.2237 1.8220
H -1.3606 0.4036 2.2096
H -0.6734 2.8585 2.9508
H 0.7640 2.3413 3.5113
H -0.7974 1.7472 4.1884
H 0.4662 2.1152 1.2536